(1)
C39H62BN4P2Ru as an isolated structure. Source: the OMol25 dataset; level of theory: ωB97M-V/def2-TZVPD.

* net charge: +1
* orbital gap: 6.670 eV
* relative energy (zero: lowest compared OMol25 entry of this formula, charge and spin): 0.0 kJ/mol
* highest occupied orbital energy: -9.61 eV

XYZ file:
```
109
Properties=species:S:1:pos:R:3:forces:R:3
Ru -0.07809 -0.50490 0.23653 1.4 -0.6 -1.2
C 4.03274 -2.34542 -0.80138 0.0 0.0 0.0
C 3.87372 -0.85392 -0.47684 -0.3 -0.4 0.0
C 5.05026 -0.05177 -1.04054 0.0 0.0 0.0
C 3.86940 -0.69753 1.04385 0.1 0.0 0.0
P 2.18205 -0.27652 -1.06674 -0.1 1.0 0.6
C 2.37423 1.57673 -0.95989 -0.1 -0.1 -0.1
N 1.05090 2.13416 -0.91500 0.0 0.4 0.2
B -0.06666 1.44515 -0.33127 -0.5 -0.6 -0.2
N -1.22703 2.16597 -0.78629 0.0 0.3 0.0
C -2.58265 1.70762 -0.60938 0.2 0.0 -0.1
P -2.51722 -0.15703 -0.45935 -0.3 0.5 1.5
C -3.46065 -0.71769 -1.99897 0.5 -0.2 -0.1
C -4.73186 0.08256 -2.29725 0.0 0.0 0.0
C -2.47914 -0.52232 -3.16091 -0.1 0.0 0.0
C -3.82506 -2.20320 -1.90422 -0.1 0.0 -0.1
C -3.56227 -0.57026 1.06776 -0.1 -0.2 -0.3
C -3.09315 0.33793 2.19523 -0.1 0.0 0.0
C -3.21576 -2.01432 1.46303 0.0 0.0 0.0
C -5.07585 -0.41204 0.91544 0.0 0.0 0.1
C -0.82246 3.22921 -1.59903 -0.1 -0.2 0.1
C -1.55652 4.15684 -2.31348 0.0 0.1 0.0
C -0.86828 5.07697 -3.10409 0.0 0.0 0.0
C 0.51830 5.07364 -3.16101 0.0 0.0 0.0
C 1.26362 4.13989 -2.44077 0.0 0.1 0.0
C 0.58614 3.21368 -1.67168 0.0 -0.1 0.1
C 1.99234 -0.57900 -2.90614 -0.3 -0.2 0.1
C 3.23451 -0.28700 -3.74374 0.0 0.0 0.0
C 1.55149 -2.03546 -3.10750 0.0 0.0 0.0
C 0.85149 0.33484 -3.37581 0.1 0.0 0.0
H 4.88561 -2.74913 -0.25020 0.0 0.0 0.0
H 4.21948 -2.51048 -1.86239 0.0 0.0 0.0
H 3.14581 -2.91502 -0.51209 0.0 0.0 0.0
H 5.95479 -0.35064 -0.50411 0.0 0.0 0.0
H 4.92607 1.02150 -0.89463 0.0 0.0 0.0
H 5.21893 -0.24059 -2.09635 0.0 0.0 0.0
H 4.76234 -1.17079 1.46010 0.0 0.0 0.0
H 2.99654 -1.17592 1.48292 0.1 -0.1 0.1
H 3.87346 0.34901 1.34350 0.0 0.0 0.0
H 2.93447 1.97444 -1.80857 0.0 0.0 0.0
H 2.93173 1.79592 -0.04489 0.1 0.0 -0.1
H -3.18270 2.01946 -1.46190 -0.1 -0.1 0.0
H -3.03949 2.11984 0.29174 -0.1 0.0 0.0
H -4.52559 1.12255 -2.54330 0.0 0.0 0.0
H -5.45454 0.05464 -1.48955 0.0 0.0 0.0
H -5.20271 -0.36186 -3.17810 0.0 0.0 0.0
H -2.13689 0.51322 -3.23204 0.0 0.0 0.0
H -2.97222 -0.77580 -4.10326 0.0 0.0 0.0
H -1.60392 -1.16796 -3.05642 0.0 0.0 0.0
H -4.59197 -2.39133 -1.15552 0.0 0.0 0.0
H -2.96582 -2.82916 -1.67372 0.0 0.0 0.0
H -4.22033 -2.52983 -2.86958 0.0 0.0 0.0
H -2.01099 0.41756 2.18250 0.0 -0.1 0.0
H -3.39224 -0.09569 3.15300 0.0 0.0 0.0
H -3.52349 1.33849 2.13295 0.0 0.0 0.0
H -2.15444 -2.10005 1.70132 0.0 0.0 0.0
H -3.45245 -2.73306 0.67825 0.0 0.0 0.0
H -3.78427 -2.29079 2.35495 0.0 0.0 0.0
H -5.34512 0.59462 0.58986 0.0 0.0 0.0
H -5.53941 -0.57412 1.89230 0.0 0.0 0.0
H -5.51041 -1.13496 0.22734 0.0 0.0 0.0
H -2.63877 4.17232 -2.27019 0.0 0.0 0.0
H -1.42447 5.80086 -3.68450 0.0 0.0 0.0
H 1.02886 5.80624 -3.77172 0.0 0.0 0.0
H 2.34591 4.15107 -2.48593 0.0 0.0 0.0
H 4.00590 -1.04493 -3.61287 0.0 0.0 0.0
H 3.66094 0.69224 -3.52386 0.0 0.0 0.0
H 2.94546 -0.28932 -4.79796 0.0 0.0 0.0
H 2.32809 -2.74835 -2.83627 0.0 0.0 0.0
H 1.30511 -2.19590 -4.16036 0.0 0.0 0.0
H 0.66599 -2.26109 -2.51260 0.0 0.0 0.0
H 1.17306 1.37152 -3.47755 0.0 0.0 0.0
H 0.01001 0.31249 -2.68486 0.0 0.0 0.0
H 0.49966 -0.00484 -4.35353 0.0 0.0 0.0
N 0.29009 -7.03106 0.05156 0.0 0.1 0.0
C 0.26358 -5.67946 0.12373 0.0 0.0 0.0
C -0.52680 -4.91168 -0.74472 0.0 0.0 0.0
C -0.51262 -3.54320 -0.62741 0.1 -0.1 0.1
N 0.20736 -2.86461 0.27596 -0.4 0.0 0.0
C 0.96006 -3.60198 1.09822 0.0 0.1 0.1
C 1.03136 -4.97493 1.06055 0.0 0.0 0.0
H -0.26571 -7.52018 -0.62500 0.0 0.0 0.0
H 0.83988 -7.57418 0.69081 0.0 0.0 0.0
H -1.14024 -5.38834 -1.49901 0.0 0.0 0.0
H -1.10563 -2.94072 -1.30141 0.0 0.0 0.0
H 1.54246 -3.05882 1.83491 0.0 0.0 0.0
H 1.67099 -5.50444 1.75486 0.0 0.0 0.0
C -0.25117 2.08103 2.89772 0.2 0.0 0.0
C 0.59750 0.81772 3.06828 -0.5 0.1 0.2
C 2.06226 1.28804 3.14940 0.0 -0.1 0.0
C 0.46704 -0.18592 1.94970 0.3 0.5 -1.3
C 0.23247 0.01134 4.33161 0.0 0.1 0.0
C 1.06615 -1.02123 4.76586 0.0 0.0 0.0
C 0.74839 -1.78489 5.87739 0.0 0.0 0.0
C -0.41946 -1.53457 6.58526 0.0 0.0 0.0
C -1.25785 -0.51628 6.16498 0.0 0.0 0.0
C -0.93791 0.24486 5.04654 0.0 0.0 0.1
H -0.04242 2.52254 1.92206 0.0 0.1 0.1
H 0.01143 2.80332 3.67272 0.0 0.0 0.0
H -1.31539 1.90235 2.95900 0.0 0.1 0.0
H 2.29143 1.91797 2.28704 0.0 0.0 0.0
H 2.76724 0.46085 3.16982 0.0 0.0 0.1
H 2.19676 1.87028 4.06140 0.0 0.0 0.0
H 1.16066 -1.02838 2.10018 -0.4 -0.4 0.5
H 1.99098 -1.23351 4.24164 0.0 0.0 0.0
H 1.41685 -2.57649 6.19105 0.0 0.0 0.0
H -0.66691 -2.12395 7.45818 0.0 0.0 0.0
H -2.17034 -0.30513 6.70779 0.0 0.0 0.0
H -1.61082 1.03805 4.75364 0.0 0.0 0.0
```
Forces are in eV/Å.

Atomic partial charges in e from the Löwdin method, atoms 1 to 8:
1 Ru 0.831
2 C -0.083
3 C -0.668
4 C -0.069
5 C -0.106
6 P 1.158
7 C -0.259
8 N -0.029



(2)
A 2-piece molecular cluster, C27H26BF3N2O2 overall. Source: the OMol25 dataset; level of theory: ωB97M-V/def2-TZVPD.

* net charge: 0
* orbital gap: 4.691 eV
* highest occupied orbital energy: -6.97 eV

XYZ file:
```
61
Properties=species:S:1:pos:R:3:forces:R:3
C -3.29863 2.11383 0.54058 -1.0 0.4 -0.6
C -2.97156 0.69409 0.39412 1.8 -0.7 1.0
N -1.91864 0.11750 0.94513 -2.0 1.3 -0.8
C -1.58952 -1.25295 0.77558 0.8 -1.3 0.2
C -2.23140 -2.21284 0.01825 0.2 -0.3 0.0
C -1.67854 -3.51050 0.01411 0.2 0.4 0.3
C -0.51751 -3.79993 0.75907 -0.2 0.2 -0.1
C 0.11720 -2.81018 1.51928 -0.3 0.3 -0.1
C -0.43032 -1.52998 1.52174 -0.6 -0.9 -0.7
C -0.03089 -0.31730 2.17544 0.1 1.1 0.4
C -0.95255 0.69775 1.82415 1.2 -0.2 0.7
C -0.81021 1.98595 2.31395 0.1 0.2 0.1
C 0.27648 2.25149 3.17169 0.0 -0.5 -0.2
C 1.19223 1.24211 3.51661 -0.3 0.1 -0.1
C 1.04214 -0.05554 3.01833 -0.4 0.1 -0.3
H -4.20579 2.26437 -0.05944 0.2 0.2 0.3
H -3.55187 2.38392 1.57327 0.0 -0.2 0.0
H -2.52405 2.80057 0.16871 0.0 -0.4 0.1
H -3.59843 0.04912 -0.21375 0.0 0.0 0.2
H -3.12798 -1.94465 -0.53439 0.1 -0.4 0.0
H -2.14702 -4.30476 -0.56973 0.1 0.3 0.2
H -0.10782 -4.81221 0.74256 -0.2 0.3 0.0
H 1.01587 -2.98265 2.10970 -0.2 -0.3 -0.2
H -1.51303 2.76158 2.03135 0.3 0.0 0.3
H 0.41996 3.25734 3.57052 -0.2 -0.3 -0.2
H 2.02864 1.47389 4.17835 -0.3 0.0 -0.2
H 1.71755 -0.87656 3.25062 0.0 0.4 0.1
C -3.63925 6.66374 3.79181 0.5 0.0 0.0
C -5.09241 6.30392 3.96940 -0.2 -0.5 -0.2
C -5.62118 6.77060 5.30204 -0.2 0.0 0.5
C -5.92737 6.88144 2.83576 -0.3 -0.1 -0.3
O -5.24620 4.80604 3.86917 0.5 1.0 0.4
C -4.59405 4.03854 4.77609 0.0 -0.7 0.2
N -4.85977 2.69456 4.51834 1.0 1.0 1.1
C -5.65138 2.17322 3.49179 0.1 -1.5 0.0
C -5.63620 0.80540 3.56915 -0.9 0.1 -1.1
B -6.43954 -0.30397 2.62252 1.1 2.4 2.0
F -5.41589 -1.10001 2.08546 0.0 -0.9 -0.9
F -7.26685 -0.98262 3.51186 -0.4 -0.8 -0.6
F -7.10821 0.46850 1.67717 -0.6 -0.5 -1.0
C -4.82529 0.42075 4.69284 0.5 1.2 0.5
C -4.33403 1.61437 5.27349 -0.3 0.0 -0.4
C -3.50489 1.62282 6.37311 0.6 -0.3 0.7
C -3.15000 0.38091 6.93870 -0.3 0.3 -0.5
C -3.63817 -0.81576 6.38220 -0.1 0.1 -0.2
C -4.47265 -0.80269 5.26170 0.0 0.0 0.0
O -3.87545 4.41691 5.69127 -0.7 -0.1 -1.0
H -3.27078 6.28263 2.83179 0.0 0.1 0.2
H -3.51514 7.75388 3.79891 -0.1 -0.2 0.0
H -3.05822 6.23943 4.61464 0.0 0.1 -0.3
H -6.66849 6.46767 5.41847 0.2 0.0 0.1
H -5.01375 6.34400 6.10433 -0.3 0.1 -0.1
H -5.57155 7.86467 5.36815 0.0 -0.2 -0.1
H -6.98846 6.62133 2.93737 0.3 -0.1 0.0
H -5.86264 7.97872 2.84170 0.1 -0.3 0.1
H -5.57317 6.54371 1.85376 -0.1 0.0 0.2
H -6.16475 2.84474 2.82002 0.0 -0.2 0.1
H -3.16245 2.57586 6.76110 0.1 -0.3 0.1
H -2.50092 0.33625 7.81397 -0.2 0.1 -0.2
H -3.36317 -1.76935 6.83427 -0.1 0.2 -0.1
H -4.87599 -1.70488 4.80785 0.2 0.0 0.2
```
Forces are in eV/Å.

Atomic partial charges in e from the Löwdin method, atoms 1 to 8:
1 C -0.014
2 C 0.064
3 N 0.090
4 C -0.124
5 C 0.022
6 C -0.042
7 C -0.053
8 C 0.008



(3)
One molecule with the formula C6H10. Source: the OMol25 dataset; level of theory: ωB97M-V/def2-TZVPD.

* net charge: 0
* orbital gap: 9.991 eV
* relative energy (zero: lowest compared OMol25 entry of this formula, charge and spin): 77.8 kJ/mol
* highest occupied orbital energy: -8.85 eV

XYZ file:
```
16
Properties=species:S:1:pos:R:3:forces:R:3
C 2.22783 0.21863 0.24953 -0.1 -0.3 -0.2
C 0.73657 0.19843 0.02361 -0.3 -0.7 -0.5
C -0.07792 1.24014 -0.22905 -0.1 -0.8 0.2
C -1.53167 0.78395 -0.28766 -0.3 -0.4 0.0
C -1.46452 -0.65157 0.30582 -0.7 -0.7 -0.3
C -0.13287 -1.17775 -0.12578 1.3 1.2 0.2
H 2.64687 -0.51445 -0.44072 0.3 0.0 0.0
H 2.74542 1.17903 0.08545 -0.6 -0.2 0.0
H 2.48250 -0.11671 1.26515 -0.1 0.0 -0.2
H 0.19367 2.30028 -0.40650 0.0 -0.9 0.4
H -2.18575 1.44985 0.29133 0.1 -0.2 -0.2
H -1.91722 0.74828 -1.31378 0.1 0.1 0.0
H -1.43396 -0.56140 1.40988 -0.5 -0.3 -0.5
H -2.12212 -1.50172 -0.07833 -0.4 1.8 0.8
H -0.20606 -1.47504 -1.19627 0.4 0.3 0.5
H 0.03923 -2.11996 0.44732 0.8 0.9 -0.2
```
Forces are in eV/Å.

Atomic partial charges in e from the Löwdin method, atoms 1 to 8:
1 C -0.073
2 C -0.254
3 C -0.073
4 C -0.194
5 C -0.247
6 C -0.168
7 H 0.070
8 H 0.077



(4)
C24H32As2KN5O2S3 as an isolated structure. Source: the OMol25 dataset; level of theory: ωB97M-V/def2-TZVPD.

* net charge: 0
* orbital gap: 7.408 eV
* relative energy (zero: lowest compared OMol25 entry of this formula, charge and spin): 141.3 kJ/mol
* highest occupied orbital energy: -7.27 eV

XYZ file:
```
69
Properties=species:S:1:pos:R:3:forces:R:3
K -0.31549 0.15278 0.25761 -2.3 -1.5 -0.6
C -1.44127 -4.12828 -1.39066 0.0 -0.1 0.1
As -0.61099 -2.74675 -0.26752 -0.2 -0.9 -0.1
C 1.20670 -3.10388 -0.90340 0.3 -0.2 -0.1
C -0.45097 -3.72267 1.41896 0.1 -0.1 0.1
C -1.19194 -4.87215 1.66724 -0.2 -0.1 -0.2
C -1.05379 -5.58111 2.84766 0.0 0.0 0.0
C -0.16707 -5.13568 3.81075 0.0 -0.1 0.0
C 0.53551 -3.96436 3.59251 0.2 0.1 0.2
C 0.40070 -3.23695 2.41852 0.0 0.0 0.0
As 1.35367 -1.53003 2.17377 0.5 -0.8 0.7
C 3.14890 -2.15466 2.69543 0.0 0.1 -0.1
C 0.91085 -0.69827 3.88787 -0.1 0.1 0.1
H -0.98121 -5.10324 -1.21278 -0.1 0.1 0.0
H -1.28719 -3.83986 -2.43173 0.0 0.0 0.1
H -2.51674 -4.18569 -1.21369 0.1 0.0 0.0
H 1.41844 -4.17502 -0.83292 0.0 0.1 0.0
H 1.94105 -2.54843 -0.31428 -0.1 -0.1 -0.1
H 1.28186 -2.79158 -1.94635 0.0 0.0 0.1
H -1.89870 -5.22834 0.92676 0.1 0.0 0.0
H -1.62964 -6.48080 3.01281 -0.1 0.0 0.0
H -0.03279 -5.69201 4.72835 0.0 0.0 0.1
H 1.21137 -3.61947 4.36668 0.0 0.0 0.0
H 3.12619 -2.62608 3.67958 0.0 0.0 -0.1
H 3.81980 -1.29351 2.72844 -0.1 0.0 0.0
H 3.53206 -2.87351 1.96676 -0.1 0.1 0.0
H 1.01118 -1.40058 4.71765 -0.1 0.0 -0.1
H -0.10750 -0.30064 3.86505 0.1 -0.1 0.0
H 1.59909 0.13069 4.04844 0.0 0.0 -0.1
O 3.07684 1.60633 2.78773 0.0 -0.2 -0.1
C 2.82996 2.93049 2.72453 -0.1 0.3 -0.1
C 3.52808 3.78778 3.57446 0.0 -0.1 0.0
C 3.32309 5.15151 3.51312 0.0 -0.1 0.0
C 2.40502 5.67873 2.61667 -0.1 0.2 0.0
C 1.68452 4.83511 1.79685 0.1 0.1 0.1
C 1.88333 3.45774 1.83155 0.3 -0.1 0.3
C 1.09402 2.55162 0.96551 -0.5 0.2 -0.6
O 1.41593 1.31874 0.84511 2.3 1.1 0.8
N 0.10672 3.14417 0.35627 0.3 1.4 0.4
N -0.83825 2.46761 -0.33629 -0.5 -0.1 -0.6
C -1.22165 3.04301 -1.39756 0.4 0.6 -0.1
S -0.39305 4.49501 -2.03939 -0.4 -0.2 0.1
C -1.81555 4.95661 -3.08124 0.3 0.0 0.2
C -2.37475 3.68871 -3.67666 0.0 -0.4 0.2
S -2.62697 2.51298 -2.29517 -0.2 0.2 -0.3
H 2.52757 1.22406 2.04950 0.1 0.0 0.0
H 4.22585 3.35755 4.27638 0.1 -0.1 0.0
H 3.88435 5.80946 4.16027 0.0 0.0 0.1
H 2.24736 6.74601 2.56711 0.0 0.1 0.0
H 0.95515 5.22882 1.10761 -0.1 0.0 -0.1
H -1.45199 5.64267 -3.84365 -0.1 0.0 -0.1
H -2.54689 5.45863 -2.44694 0.0 0.0 -0.1
H -1.67234 3.24884 -4.38902 -0.1 0.1 0.0
H -3.33565 3.84744 -4.16156 -0.1 0.0 0.0
C -4.44932 -0.18853 -4.05209 0.0 -0.2 0.0
C -3.39219 -1.27192 -4.26125 -0.3 0.2 -0.1
C -2.06784 -0.80976 -3.78413 0.3 0.3 -0.5
N -1.50460 -1.20353 -2.70726 -1.2 -0.6 -0.1
N -0.33500 -0.62442 -2.43424 1.2 0.6 0.4
C 0.03354 0.24174 -3.32184 -0.7 -0.1 -0.9
N 1.21180 0.88609 -3.30062 0.5 0.3 0.1
S -1.12009 0.40629 -4.63992 0.3 -0.5 0.5
H -5.41413 -0.54292 -4.40211 -0.2 0.0 0.0
H -4.18789 0.71373 -4.59886 0.0 0.1 -0.1
H -4.52103 0.06034 -2.99736 -0.1 0.1 0.1
H -3.34341 -1.52963 -5.32138 0.0 -0.1 0.0
H -3.65774 -2.15888 -3.68538 0.1 -0.1 -0.1
H 1.69232 0.88501 -2.41279 0.1 0.1 0.0
H 1.33279 1.69686 -3.88348 0.0 0.0 0.2
```
Forces are in eV/Å.

Atomic partial charges in e from the Löwdin method, atoms 1 to 8:
1 K 0.605
2 C -0.322
3 As 1.073
4 C -0.309
5 C -0.433
6 C -0.120
7 C -0.089
8 C -0.089